Here is a structure of composition C39H35N3O7P2PdSTe at a distorted geometry from the OMol25 dataset. Energies are from ωB97M-V/def2-TZVPD.

XYZ file:
```
89
C39H35N3O7P2PdSTe ωB97M-V/def2-TZVPD
Pd -0.28437 0.73757 -0.95701
Te 2.45252 -0.61932 2.41709
C 2.45988 -2.74785 2.83950
C 3.33011 -3.60086 2.17724
C 3.19440 -4.96669 2.37868
N 2.28654 -5.49550 3.17809
C 1.48550 -4.67816 3.83636
C 1.52515 -3.29840 3.70194
C 0.98528 -1.07780 0.94277
P -0.64941 -0.38845 1.14726
C -0.96228 -0.22480 2.93054
C -1.55804 -1.22219 3.69474
C -1.75840 -1.00819 5.04668
C -1.38161 0.18878 5.63301
C -0.80598 1.18964 4.86650
C -0.59716 0.98683 3.51590
C -1.78073 -1.71753 0.61157
C -1.42280 -3.06007 0.57583
C -2.32473 -3.99457 0.09697
C -3.58343 -3.59905 -0.32949
C -3.95047 -2.26235 -0.27848
C -3.04814 -1.32151 0.18460
P 1.35899 -0.82385 -0.80626
C 1.09384 -2.45551 -1.56625
C 0.43476 -2.49915 -2.78926
C 0.19124 -3.71334 -3.40402
C 0.62487 -4.88628 -2.80766
C 1.27873 -4.84727 -1.58609
C 1.49611 -3.63716 -0.95359
C 3.14269 -0.52772 -0.85921
C 3.54366 0.79569 -0.67706
C 4.88711 1.09511 -0.55648
C 5.82746 0.07662 -0.60539
C 5.42972 -1.23300 -0.81867
C 4.08794 -1.53987 -0.95829
H 4.09387 -3.20981 1.52035
H 3.83894 -5.67143 1.86969
H 0.77375 -5.15206 4.49907
H 0.84442 -2.66624 4.25298
H -1.85288 -2.15788 3.23943
H -2.21277 -1.78273 5.64464
H -1.54522 0.34391 6.68779
H -0.52658 2.12857 5.31951
H -0.16801 1.76614 2.89634
H -0.44708 -3.36645 0.93058
H -2.04363 -5.03684 0.06113
H -4.28288 -4.32964 -0.70636
H -4.94008 -1.95895 -0.58776
H -3.31250 -0.26864 0.22653
H 0.09790 -1.57174 -3.23762
H -0.33556 -3.74775 -4.34613
H 0.45082 -5.83429 -3.29491
H 1.62201 -5.76125 -1.12154
H 1.95929 -3.60949 0.02395
H 2.78208 1.57092 -0.62067
H 5.21116 2.11526 -0.41708
H 6.87466 0.30534 -0.47752
H 6.16962 -2.01770 -0.87172
H 3.77194 -2.55708 -1.13919
O -0.33700 2.76184 0.31462
C -1.39540 2.94659 -0.30214
O -2.06271 2.06738 -0.90185
C -1.91692 4.36494 -0.37343
C -1.02791 5.36057 -0.75488
C -1.47342 6.67734 -0.85992
C -2.77741 7.01969 -0.54073
C -3.64529 6.01453 -0.14423
C -3.23591 4.68008 -0.08407
N -4.99232 6.36226 0.21614
O -5.31154 7.53368 0.13588
O -5.72754 5.46283 0.58302
N -0.56115 7.69766 -1.29989
O 0.52138 7.33740 -1.72571
O -0.92587 8.85524 -1.22487
H 0.00171 5.12508 -0.97702
H -3.10710 8.04769 -0.59759
H -3.95188 3.92329 0.19853
O -1.96402 -0.24400 -2.59712
H -2.36657 -0.98613 -2.13185
H -2.47232 0.54538 -2.35372
C -0.77317 2.32404 -3.93996
S 0.59930 2.35890 -2.75215
C 1.86056 1.51811 -3.75672
H -0.48854 2.89083 -4.82152
H -1.62197 2.80156 -3.45812
H -1.01393 1.29687 -4.20013
H 1.58266 0.47871 -3.91337
H 2.79682 1.57673 -3.21067
H 1.95527 2.04695 -4.70005
```

2S+1 ... 1
Lowest unoccupied orbital energy (alpha / beta) ... -1.316 / -1.308 eV
HOMO energy (alpha / beta) ... -6.73 / -6.74 eV
Orbital gap (alpha / beta) ... 0.1990 / 0.1995 Eh



Here is a structure of composition C39H36AlCl2NP2 at a distorted geometry from the OMol25 dataset. Energies are from ωB97M-V/def2-TZVPD.

XYZ file:
```
81
C39H36AlCl2NP2 ωB97M-V/def2-TZVPD
Al -0.65304 0.39649 0.41611
C 0.14248 -3.08987 -1.08830
C -1.33016 -3.08879 -0.71274
P -2.05878 -1.46259 -0.32292
C -3.35214 -1.80877 0.88850
C -4.70255 -1.61516 0.61507
C -5.65029 -1.91832 1.58329
C -5.25472 -2.41151 2.81728
C -3.90737 -2.61760 3.08789
C -2.95677 -2.31631 2.12737
C -2.80416 -0.77862 -1.82554
C -3.52533 0.41364 -1.71461
C -4.07788 1.00037 -2.84103
C -3.89486 0.41632 -4.08872
C -3.15643 -0.75084 -4.20843
C -2.61034 -1.34996 -3.08066
C 1.05081 -2.55572 0.02334
P 1.49683 -0.76420 -0.10756
C 1.94489 -0.60803 -1.84316
C 3.02112 -1.30273 -2.39710
C 3.24706 -1.24834 -3.76344
C 2.39643 -0.51761 -4.58494
C 1.30600 0.15006 -4.04548
C 1.08197 0.10260 -2.67740
C 2.90227 -0.69995 1.02087
C 4.19929 -0.41173 0.60309
C 5.24084 -0.44461 1.51950
C 4.99115 -0.74426 2.85081
C 3.69513 -1.01188 3.27351
C 2.65193 -0.99414 2.36254
H 0.30020 -2.54494 -2.02137
H 0.42732 -4.12253 -1.29533
H -1.50760 -3.70308 0.17221
H -1.94462 -3.51594 -1.50843
H -5.02362 -1.24399 -0.34880
H -6.70029 -1.77501 1.36716
H -5.99717 -2.64721 3.56772
H -3.60049 -3.01529 4.04601
H -1.90689 -2.48586 2.34176
H -3.67699 0.86957 -0.74113
H -4.65553 1.91040 -2.74739
H -4.33252 0.87128 -4.96706
H -3.01124 -1.20429 -5.17974
H -2.04052 -2.26292 -3.19610
H 2.00775 -3.08237 0.02013
H 0.61267 -2.71376 1.01326
H 3.67291 -1.90049 -1.77160
H 4.08473 -1.78319 -4.19024
H 2.58243 -0.47406 -5.64965
H 0.63498 0.70672 -4.68596
H 0.22332 0.62882 -2.26335
H 4.40202 -0.14462 -0.42593
H 6.25047 -0.24002 1.18874
H 5.80666 -0.77064 3.56099
H 3.49898 -1.24223 4.31204
H 1.64617 -1.21418 2.69953
C -2.12978 0.99822 2.52898
C -2.41164 1.93459 1.62938
C -1.45817 2.25127 0.49885
C -0.37737 3.16250 1.02512
N 0.29957 1.16735 2.35613
C -0.86528 0.24226 2.52135
C 2.11837 2.98208 2.14950
C 3.44070 3.37982 2.26703
C 4.30822 3.49580 1.22699
C 3.96768 3.27228 -0.11498
C 2.85284 2.62093 -0.56174
C 1.96506 2.02690 0.35265
H -2.88212 0.73916 3.26665
H -3.36414 2.45038 1.65510
H -1.95013 2.81812 -0.28846
H -0.65073 -0.39639 3.36379
H 3.78637 3.68616 3.24927
H 5.28996 3.89042 1.44805
H 4.63225 3.67673 -0.86844
H 2.62436 2.61064 -1.62089
Cl 0.93573 2.19652 1.53878
C -0.34264 4.63057 1.11038
Cl -0.14177 5.20634 2.79856
H -1.29871 5.01206 0.75802
H 0.46487 5.07712 0.52532
```

2S+1 ... 1
Lowest unoccupied orbital energy (alpha / beta) ... -6.649 / -6.770 eV
HOMO energy (alpha / beta) ... -12.81 / -13.11 eV
Total charge ... +2
Relative energy (zero: lowest compared OMol25 entry of this formula, charge and spin) ... 2042.94 kJ/mol
Orbital gap (alpha / beta) ... 0.2263 / 0.2328 Eh



Here is a structure of composition C39H36ClGdN3Si2 at a distorted geometry from the OMol25 dataset. Energies are from ωB97M-V/def2-TZVPD.

XYZ file:
```
82
C39H36ClGdN3Si2 ωB97M-V/def2-TZVPD
C 1.24534 5.61134 0.07168
C 2.26419 4.60849 0.19496
C 2.14156 3.71706 -0.91711
H 3.05943 4.60177 0.94510
C 1.05046 4.15913 -1.72862
C 0.49498 5.32819 -1.11392
H -0.29530 5.95262 -1.52880
H 1.15328 6.51010 0.68615
H 2.82466 2.89888 -1.16567
H 0.75060 3.72886 -2.68883
Gd 0.08133 3.42555 0.45819
Si -1.86042 -5.13098 -0.17328
C -0.45732 -5.88589 0.77638
C -0.57948 -7.15074 1.37920
H -1.51601 -7.70695 1.29182
C 0.49984 -7.70739 2.07614
H 0.40357 -8.69220 2.53565
C 1.70517 -7.00331 2.18891
H 2.54473 -7.43451 2.73882
C 1.83210 -5.74286 1.59092
H 2.77120 -5.19302 1.66454
C 0.75591 -5.18712 0.88927
H 0.86727 -4.20738 0.41646
C -1.57311 -5.34385 -1.99525
C -0.40252 -5.92668 -2.51174
H 0.34307 -6.35766 -1.83559
C -0.16486 -5.94136 -3.89314
H 0.75980 -6.37216 -4.27882
C -1.10499 -5.39812 -4.77583
H -0.90775 -5.38766 -5.85053
C -2.29799 -4.86398 -4.27249
H -3.04162 -4.45993 -4.95998
C -2.53150 -4.83917 -2.89458
H -3.45814 -4.40519 -2.50756
H -1.98448 -3.69474 0.12607
Si 0.48123 0.46236 0.03463
C 0.62989 0.26602 -1.81113
C 1.72617 -0.35687 -2.44109
H 2.52428 -0.80772 -1.83672
C 1.79208 -0.41711 -3.84272
H 2.63488 -0.92355 -4.32319
C 0.79085 0.17248 -4.62840
H 0.86219 0.15440 -5.71850
C -0.31038 0.77784 -4.00587
H -1.10596 1.22668 -4.60494
C -0.40101 0.80615 -2.60952
H -1.29490 1.23473 -2.14442
C 1.98946 -0.24405 0.84378
C 3.15902 0.55337 0.92151
H 3.14517 1.59207 0.57975
C 4.34450 0.01361 1.43922
H 5.24120 0.63577 1.49116
C 4.37628 -1.30873 1.90346
H 5.30743 -1.73179 2.28322
C 3.19921 -2.07479 1.90614
H 3.20255 -3.08308 2.32700
C 2.00633 -1.53965 1.40058
H 1.08616 -2.12624 1.44138
H -3.10450 -5.82413 0.23968
Cl -1.18309 -0.61798 0.66827
N -1.70189 5.83761 2.45278
C -1.22509 4.81798 3.30383
C -1.44950 4.94292 4.68524
C -1.07468 3.88892 5.51477
C -0.47529 2.75648 4.94106
C -0.21138 2.73030 3.57734
N -0.57103 3.77235 2.76278
C -2.39341 5.60769 1.25007
C -3.53285 6.36972 0.96353
C -4.26077 6.07298 -0.18383
C -3.86295 4.98696 -0.98298
C -2.73689 4.26114 -0.63570
N -1.97332 4.60999 0.44730
H -2.11088 6.60883 2.97549
H -1.94822 5.84170 5.04846
H -1.24426 3.93777 6.58659
H -0.17187 1.90747 5.54752
H 0.31434 1.90051 3.07849
H -3.86112 7.09969 1.70380
H -5.14941 6.64084 -0.43964
H -4.42139 4.69813 -1.86956
H -2.41018 3.36107 -1.17918
```

Expectation value of S² ... 16.009
2S+1 ... 8
Lowest unoccupied orbital energy (alpha / beta) ... -3.713 / -7.033 eV
HOMO energy (alpha / beta) ... -8.12 / -9.60 eV
Total charge ... +1
Relative energy (zero: lowest compared OMol25 entry of this formula, charge and spin) ... 535.30 kJ/mol
Orbital gap (alpha / beta) ... 0.1620 / 0.0943 Eh